The following is a DFT calculation (ωB97M-V/def2-TZVPD) of a 2-piece molecular cluster, C7H16ClNO5P overall.

Geometry as XYZ:
```
31
Properties=species:S:1:pos:R:3:forces:R:3
H 0.1731 0.3694 0.7031 0.010 -0.266 -0.028
H -0.3096 -4.0412 1.0572 0.009 -0.131 0.072
H -1.6436 3.6249 -1.8058 -0.051 -0.036 -0.100
Cl 2.7079 -0.6775 0.2844 -0.593 0.004 0.446
H 1.7864 -3.8226 -2.0269 0.406 -0.521 0.558
H -0.7588 -1.8990 2.1360 -0.032 0.273 0.145
P 1.0301 -0.5393 1.3711 0.210 0.302 0.249
O -1.4577 1.1738 -0.7153 0.385 -0.320 0.277
H 0.0276 3.2882 -1.3813 0.034 -0.013 -0.051
H -2.2540 1.6668 -0.4839 0.046 -0.008 -0.031
H -0.1751 0.9832 -2.2899 -0.020 -0.108 0.175
H 2.5709 0.5736 2.8491 0.132 -0.241 -0.030
H -2.3989 0.1200 -2.9744 0.061 0.001 -0.039
O 1.4781 3.1191 4.0990 -0.154 0.596 0.078
O 0.8147 -2.1612 -1.7719 -2.078 3.598 -1.259
N 1.2230 2.0575 4.4195 0.590 -0.071 0.796
H 1.4696 -0.5195 3.7697 0.273 -0.260 -0.102
O 0.6937 1.3117 3.2636 -0.565 -0.479 -1.497
C -2.1834 1.1882 -3.0206 -0.017 -0.248 0.036
H -1.9094 1.4439 -4.0440 -0.017 0.018 0.009
O 1.2777 -3.4590 -0.0428 -0.272 -0.688 0.112
C 1.2838 -3.1285 -1.3502 1.770 -2.490 0.148
H -3.1073 1.7145 -2.7664 0.057 0.108 -0.030
H -0.7088 -2.7509 -0.0421 0.243 0.111 -0.376
C -0.7649 3.0400 -2.0895 0.173 -0.004 0.157
C 1.5439 0.2230 2.9714 -0.294 0.322 0.360
C -1.0746 1.5525 -2.0489 -0.414 0.446 -0.225
H -0.4499 3.3494 -3.0859 -0.022 0.010 0.005
C 0.0696 -3.1222 0.6181 -0.338 0.017 0.923
H 0.8004 -2.5447 2.6185 0.222 -0.126 -0.022
C 0.2456 -2.1340 1.7790 0.247 0.202 -0.754
```
Positions in Å, forces in eV/Å.

Properties
calculated total energy: -1508.456493 a.u.
HOMO level: -13.2 eV
frontier orbital gap: 9.51 eV
charge: +1



The following is a DFT calculation (ωB97M-V/def2-TZVPD) of an isolated ion of composition C7H16FNP and charge +1.

Geometry as XYZ:
```
26
Properties=species:S:1:pos:R:3:forces:R:3
H -2.4266 1.8457 -1.7346 0.757 0.587 -0.249
H 1.8164 0.0692 -1.9798 0.048 1.160 -1.890
H 0.9854 -2.1947 2.7854 0.467 0.631 -0.030
H 0.7785 -1.2298 -1.3758 0.646 -0.622 -0.533
H 2.6106 -1.0007 -0.9725 -1.231 -0.371 0.059
H 2.4794 1.9980 0.5641 -0.300 -0.529 -0.439
N -1.2729 0.3315 -0.7531 0.961 -0.216 -4.133
H 3.0774 0.4382 0.9384 1.694 -1.296 -0.446
H 1.9833 1.1372 1.9780 -0.727 -0.477 -1.661
C -0.0203 1.2177 -0.3470 -0.616 2.317 -1.371
C 1.1519 0.2997 -0.0254 -3.612 -1.015 2.989
C -0.0396 -0.7422 0.9763 1.695 0.191 -1.055
H -0.9527 -0.0596 -1.7184 -0.769 1.216 1.719
H 0.1884 1.9045 -1.3025 -0.659 -1.274 2.146
P 0.7804 -2.3802 1.4040 -0.884 -0.409 0.436
C -1.2778 -0.8829 0.0397 1.207 -1.806 2.691
F -0.4500 -0.0126 2.0633 0.202 0.282 0.104
C -2.5775 1.0424 -1.0436 -0.364 -1.076 -2.074
H -3.0829 1.4431 -0.2302 -0.291 0.443 2.072
H -1.2353 -1.8910 -0.4228 0.157 1.075 -0.948
H -0.4280 -3.0082 1.8671 0.125 0.000 -0.639
H -0.3768 1.8288 0.5542 0.722 -0.783 -1.411
C 1.6062 -0.5542 -1.1752 0.748 -0.298 1.675
C 2.1894 0.9693 0.8570 -0.934 1.872 1.888
H -2.1536 -1.0154 0.6601 -0.300 0.676 0.294
H -3.3532 0.4463 -1.6067 1.258 -0.275 0.807
```
Positions in Å, forces in eV/Å.

Properties
calculated total energy: -771.945512 a.u.
HOMO level: -13.5 eV
ΔE to the lowest compared entry with this formula, charge and spin: 6.3 kcal per mole
frontier orbital gap: 10.33 eV
charge: +1



The following is a DFT calculation (ωB97M-V/def2-TZVPD) of one molecule with the formula C7H16N2.

Geometry as XYZ:
```
25
Properties=species:S:1:pos:R:3:forces:R:3
H 1.9466 0.2531 0.9663 -0.003 0.001 0.053
H 1.3471 0.0568 -2.8047 0.051 -0.015 0.029
H -1.4877 -0.5279 3.0769 -0.018 0.081 -0.044
H 0.0517 2.1747 1.0863 -0.029 0.035 -0.001
C 0.4988 0.3577 -2.1870 -0.077 0.045 0.208
C -1.7231 -1.5891 0.7523 -1.186 1.344 0.538
H 1.7577 -2.0027 -0.6973 0.076 0.110 -0.135
H 0.1062 -2.1113 -1.3835 0.194 0.132 -0.480
H -0.5356 2.4251 -0.5585 0.030 0.019 0.014
H 2.8194 0.1786 -0.5639 -0.010 -0.015 -0.059
C -0.7117 1.8630 0.3582 0.225 0.010 -0.129
C 0.7478 -1.6009 -0.6694 -1.127 -1.450 1.816
H -0.4061 -0.0767 -2.6060 -0.024 -0.046 -0.005
H -0.7492 0.9043 2.6170 -0.023 -0.037 0.010
H 0.2252 -1.9493 0.3044 1.361 0.500 -1.270
H 1.8762 1.6106 -0.1744 -0.002 0.057 0.018
N -0.9020 -0.0669 2.3986 0.078 0.339 0.009
H -2.1660 -1.7373 -0.2170 0.361 -0.099 -0.299
H -2.0690 -2.2580 1.5255 0.180 -0.111 0.208
H 0.4117 1.4409 -2.2380 0.043 0.093 -0.032
C 0.6966 -0.1245 -0.7578 -1.690 1.514 0.853
H -1.6925 2.1703 0.7311 0.049 -0.064 -0.011
C -1.2154 -0.3604 1.0642 0.065 -2.159 0.190
N -0.7281 0.4434 0.0646 1.678 -0.187 -1.478
C 1.9012 0.5264 -0.0877 -0.202 -0.095 -0.003
```
Positions in Å, forces in eV/Å.

Properties
calculated total energy: -385.763509 a.u.
HOMO level: -7.4 eV
ΔE to the lowest compared entry with this formula, charge and spin: 48.4 kcal per mole
frontier orbital gap: 8.28 eV



The following is a DFT calculation (ωB97M-V/def2-TZVPD) of one molecule with the formula C7H16N2O.

Geometry as XYZ:
```
26
Properties=species:S:1:pos:R:3:forces:R:3
H -1.5290 1.7953 1.6180 0.019 0.001 0.025
H 1.2874 -1.1812 0.2374 -0.009 -0.077 0.024
C -0.4867 1.5689 1.3925 -0.044 -0.117 -0.114
O -2.5589 0.2786 -0.0939 0.456 -0.074 -0.238
H -0.6994 -1.9104 1.5238 0.021 -0.001 -0.005
H -1.8944 -1.5800 -1.6104 0.070 0.086 0.017
H -0.1083 2.2594 0.6401 0.021 -0.021 0.009
H 2.3316 -0.8134 -1.8676 0.011 -0.032 -0.024
C -0.3175 0.1392 0.8851 0.423 0.026 0.261
N 1.5335 0.7458 -0.6309 -0.099 0.061 -0.006
H 0.3700 0.6425 -2.0439 -0.907 -0.456 0.581
H -0.1416 -1.6837 -1.1559 -0.005 0.057 0.031
H 2.8641 0.8493 -2.2264 0.005 -0.038 -0.017
C 1.1608 -0.0935 0.4474 -0.057 0.239 -0.335
H 1.7511 0.0771 1.3739 -0.063 -0.104 0.134
C 2.5903 0.1760 -1.4082 -0.017 0.007 0.279
H 3.5165 -0.0110 -0.8336 0.057 -0.037 -0.057
N -1.2047 -0.0435 -0.2905 0.271 0.419 -1.409
C -0.6902 0.2436 -2.0115 -0.115 0.421 1.274
H -2.9472 -0.4743 0.3826 0.145 0.022 -0.041
H -1.5443 0.8223 -2.3394 -0.101 -0.100 -0.134
C -0.9902 -1.0359 -1.3470 0.007 -0.378 -0.039
H -1.6972 -0.6960 2.3615 0.000 -0.003 0.027
H 0.1030 1.6920 2.3023 0.000 -0.039 -0.047
C -0.7101 -0.8993 1.9381 -0.077 0.111 -0.129
H 0.0114 -0.8677 2.7565 -0.013 0.026 -0.066
```
Positions in Å, forces in eV/Å.

Properties
calculated total energy: -460.827211 a.u.
HOMO level: -5.7 eV
ΔE to the lowest compared entry with this formula, charge and spin: 173.6 kcal per mole
frontier orbital gap: 6.00 eV



The following is a DFT calculation (ωB97M-V/def2-TZVPD) of C7H16N2O as an isolated structure.

Geometry as XYZ:
```
26
Properties=species:S:1:pos:R:3:forces:R:3
H -1.3252 -1.0861 -1.5529 -0.114 -0.054 0.048
C 0.9389 -2.8574 -0.4326 0.046 -0.127 0.120
H 0.3400 2.2677 -1.2828 -0.020 -0.076 0.013
H -2.6309 -0.5168 -0.5015 -0.140 -0.208 0.027
H -2.8404 1.3234 0.9314 0.046 -0.093 -0.028
H 1.9236 -3.2356 -0.7271 -0.070 -0.003 -0.023
H 0.1755 0.6451 -1.9956 -0.023 0.075 -0.050
H 1.3133 1.1140 2.1173 -0.026 0.009 0.013
C -0.9536 0.3285 0.7048 -0.407 -1.519 -1.231
H 2.4934 1.6570 0.9022 -0.021 0.026 -0.041
N 1.2361 -0.6557 0.1340 -1.648 -0.415 -0.624
O -0.8727 -0.1969 1.8234 0.272 0.001 0.636
N 0.8417 -1.4618 -0.7883 1.039 0.504 0.760
H -1.9366 1.8472 -0.5130 -0.049 0.041 0.022
H 1.2988 -1.0172 1.0940 0.125 -0.031 -0.101
H 0.7855 -3.0427 0.6389 0.003 0.054 -0.090
H 0.1865 -3.3991 -1.0066 0.039 0.042 0.055
H -1.4490 2.3749 1.1183 0.024 0.051 -0.014
C 0.7545 1.2594 -1.3110 -0.195 -0.146 0.128
C -1.8515 1.5469 0.5317 0.318 0.171 -0.111
C 1.4290 1.5432 1.1211 -0.135 -0.231 -0.016
H -1.6911 -1.9620 -0.0020 0.079 0.062 0.066
C 0.7410 0.6666 0.0831 0.105 0.236 -0.104
C -1.6619 -1.0090 -0.5218 0.758 1.691 0.517
H 1.7771 1.3317 -1.6917 0.016 -0.035 0.030
H 0.9781 2.5345 1.1267 -0.022 -0.024 -0.004
```
Positions in Å, forces in eV/Å.

Properties
calculated total energy: -460.901029 a.u.
HOMO level (spin up / spin down): -7.5 / -7.7 eV
ΔE to the lowest compared entry with this formula, charge and spin: 127.3 kcal per mole
frontier orbital gap (spin up / spin down): 6.53 / 7.39 eV



The following is a DFT calculation (ωB97M-V/def2-TZVPD) of a 3-piece molecular cluster, C7H16N2O2 overall.

Geometry as XYZ:
```
27
Properties=species:S:1:pos:R:3:forces:R:3
C 0.8391 -0.4477 0.5669 -1.309 -0.707 4.482
H -1.9238 -2.5834 -1.5028 1.994 3.892 -0.021
H -1.3883 1.7882 -1.3638 -1.853 -2.507 0.987
C 3.0906 0.6209 0.1954 2.042 -2.906 5.957
C -2.5770 -0.2885 -1.2554 -1.283 -3.061 1.241
H 2.1931 -0.8359 -1.2585 2.968 4.496 0.745
O 2.9257 0.3977 -1.0551 -2.749 -4.548 -5.288
C -2.1098 1.0197 -0.7169 2.751 3.663 0.852
N -1.2746 0.8650 0.6580 -4.754 1.844 -2.279
C 0.1533 0.8827 1.0439 -0.999 -0.408 -3.288
N -2.2478 0.5553 1.5577 5.483 -2.681 0.556
C -1.4363 -1.3615 -1.5309 1.315 0.975 -2.767
H 0.7992 -0.8302 -0.4988 2.395 0.853 0.984
H 2.9504 -1.3585 1.0440 -2.563 2.287 0.696
H 0.5651 1.8201 0.5289 -0.226 -1.254 1.179
H 2.7919 1.6304 0.4946 0.823 0.272 -0.154
H 0.1405 0.7709 2.1378 0.249 0.756 -0.500
H 0.0850 -1.2215 1.0920 2.189 1.178 -1.071
H 2.3165 0.1780 2.1128 -0.303 -1.069 -0.329
H -0.0760 -0.8278 -0.7751 -6.543 -2.100 -2.960
O -1.6269 -0.1823 2.3702 -3.038 0.793 1.414
H -3.1925 -0.9551 -0.3352 1.082 2.681 -2.596
H -1.0507 -1.0385 -2.6967 -0.932 -1.562 2.943
C 2.2406 -0.3367 1.1286 2.256 -1.998 -1.086
H -3.0342 1.6420 -0.5067 1.296 -0.560 0.273
H 4.1572 0.0681 0.7045 -1.750 2.965 -1.666
H -3.3103 0.0284 -2.1395 1.461 -1.292 1.699
```
Positions in Å, forces in eV/Å.

Properties
calculated total energy: -535.786915 a.u.
HOMO level: -9.2 eV
ΔE to the lowest compared entry with this formula, charge and spin: 334.6 kcal per mole
frontier orbital gap: 8.66 eV



The following is a DFT calculation (ωB97M-V/def2-TZVPD) of one molecule with the formula C7H16N2O2S.

Geometry as XYZ:
```
28
Properties=species:S:1:pos:R:3:forces:R:3
H 2.2628 -1.6997 -1.1215 -0.063 -0.603 0.217
H -0.6537 -1.6247 1.6762 -0.264 -0.290 0.309
N 0.1013 2.3030 -0.6087 -1.851 0.768 0.934
S -2.1182 0.2000 -0.0983 -1.670 -1.831 -0.722
H 1.9753 0.6349 1.7451 0.137 0.442 -1.513
H 2.1813 0.6961 -1.3833 0.471 1.178 -1.526
C 1.8734 1.1626 0.7349 1.117 -0.576 -0.229
H 0.3466 1.8455 -1.4289 1.127 -0.840 -1.930
C 1.7449 -1.0436 -0.4259 0.305 -1.099 0.653
H -0.1810 -1.8507 -0.9083 -0.647 -1.414 -0.670
O -2.2571 0.8210 -1.3946 0.478 -0.123 -0.389
H -1.9850 -1.9716 -0.9261 -0.850 -0.608 1.070
C 0.2780 -0.9198 -0.8254 1.633 4.320 0.569
N -0.2407 -0.7154 1.5964 -0.232 0.804 3.901
H 0.2677 -0.2012 -1.7408 -0.689 -1.758 1.181
H -3.6934 -1.6059 -0.8682 0.023 0.801 -0.120
H 1.6856 -1.4282 0.6322 0.824 -0.078 -1.179
C -0.3486 -0.1108 0.3807 0.409 2.828 -2.461
C -2.7828 -1.5478 -0.2726 0.792 0.803 -0.537
H 2.4891 2.0880 0.8011 -0.865 -0.295 0.005
H -3.0789 -1.9703 0.7053 0.996 -0.028 -0.455
H -0.9360 2.4420 -0.8435 1.818 -0.205 1.294
H 3.5451 0.2024 -0.2518 0.004 -0.107 -0.666
H -0.4436 -0.0618 2.4559 0.284 -1.950 -2.386
H -0.0405 1.8813 1.3517 -0.724 0.453 1.579
C 2.4817 0.2796 -0.4716 -1.498 0.105 3.933
C 0.3896 1.4103 0.5230 -0.997 -1.464 -2.276
O -2.8630 0.7851 0.9671 -0.067 0.765 1.411
```
Positions in Å, forces in eV/Å.

Properties
calculated total energy: -934.431266 a.u.
HOMO level: -8.9 eV
ΔE to the lowest compared entry with this formula, charge and spin: 24.9 kcal per mole
frontier orbital gap: 9.49 eV



The following is a DFT calculation (ωB97M-V/def2-TZVPD) of one molecule with the formula C7H16N2OS.

Geometry as XYZ:
```
27
Properties=species:S:1:pos:R:3:forces:R:3
C -1.2194 0.8788 -2.4716 0.704 -0.783 -0.079
C -0.5738 1.8106 -1.5038 -0.417 -0.962 2.440
H 0.8189 -1.4458 4.0063 0.564 -0.717 1.254
H 3.5423 0.2056 0.6517 -0.792 -1.038 0.429
H -1.0324 1.2325 -3.4632 0.201 0.167 -0.850
C 2.7079 0.1098 1.4015 0.224 -0.042 -1.513
H -0.0719 1.8459 0.6493 0.560 0.967 0.636
H 0.4524 -0.6718 -2.5062 -0.454 0.866 -0.185
H 0.7362 -0.1445 2.8158 -1.161 -1.100 1.226
H -1.1452 -1.2777 -2.9254 0.339 0.705 0.534
N 0.8922 -1.9088 1.9373 0.814 2.235 -0.565
N -0.3015 -0.0654 0.1447 2.656 -2.307 2.513
H -1.7984 1.4278 0.3085 2.065 -0.545 -0.360
H -1.8082 -1.2377 -0.5484 0.136 0.036 -0.171
H 2.5041 1.1555 1.5405 -1.068 0.335 0.619
C -0.6577 1.2678 -0.0161 -2.109 1.357 -1.392
H 0.4452 2.0041 -1.7013 1.243 0.111 -0.571
H -0.1681 -1.9419 -0.5818 -0.792 0.543 -0.735
H -2.3069 0.9040 -2.3880 -0.072 -0.336 0.372
C 0.3915 -1.2125 3.0787 -1.734 2.387 -2.526
H 0.8627 -2.8920 1.9640 0.387 -1.048 -1.138
C -0.7486 -1.0027 -0.7778 -0.910 -1.309 -1.704
C -0.6233 -0.5141 -2.2833 -0.395 -2.337 0.563
O 1.9854 -1.8589 -0.2900 -0.890 1.951 1.411
H -0.7347 -1.3350 2.9978 1.175 0.737 0.919
H -1.0997 2.7138 -1.4870 -0.647 1.726 -0.086
S 1.5036 -0.8871 0.7352 0.373 -1.600 -1.040
```
Positions in Å, forces in eV/Å.

Properties
calculated total energy: -859.041465 a.u.
HOMO level: -8.0 eV
ΔE to the lowest compared entry with this formula, charge and spin: 94.7 kcal per mole
frontier orbital gap: 8.06 eV



The following is a DFT calculation (ωB97M-V/def2-TZVPD) of a 2-piece molecular cluster, C7H16N3O6P overall.

Geometry as XYZ:
```
33
Properties=species:S:1:pos:R:3:forces:R:3
O -1.5932 -1.0525 3.8301 1.033 0.023 1.432
H -0.4282 0.0142 0.0247 -0.048 -0.101 -0.118
C -0.8872 -0.3611 3.1139 -4.005 -1.279 -2.131
N 1.2243 1.3792 2.0400 1.273 -0.102 0.867
C 0.6278 2.3062 3.0493 0.625 0.430 0.790
H 0.6986 0.5151 -4.7502 0.001 -0.025 0.037
H -0.2561 2.8693 2.6905 0.783 -0.380 0.065
C 0.3468 1.4032 4.3534 1.321 -0.251 -1.883
C -2.7928 -0.9842 -3.6409 -0.429 0.061 0.026
O -1.2693 -0.0007 1.9561 2.469 0.863 0.831
H -1.3112 -1.3945 -0.5640 0.078 0.021 0.007
O -1.4210 -0.8132 -3.9976 0.380 -0.163 0.034
H 1.3026 1.4339 4.9243 -1.103 0.362 0.327
O -0.0164 -0.4735 -1.9290 0.311 -0.241 -0.392
H -1.7760 0.2454 -1.0942 0.007 -0.014 0.030
N 0.4070 0.0690 3.7098 2.514 -0.965 1.960
H -3.3305 -1.3955 -4.4946 0.086 -0.007 0.012
C 1.4936 0.2234 2.8281 -3.786 1.995 -1.341
H 1.5152 2.9036 3.3613 -1.194 0.516 -0.505
C -0.9404 -0.4056 -0.8316 -0.186 0.063 -0.003
H 2.8678 -1.1218 3.4514 -0.554 -0.165 -0.314
H -2.9176 -1.6544 -2.7901 0.085 -0.042 -0.067
O -0.6275 -2.8742 -2.6606 0.065 0.256 -0.124
H -3.2152 -0.0101 -3.3922 0.051 -0.004 -0.022
H -0.5562 1.6227 4.9501 0.521 -0.409 -0.548
H 1.9267 0.3685 -3.4626 -0.078 0.006 -0.014
H 3.2064 -0.3184 1.9409 -0.203 0.227 0.383
H 0.6840 1.2383 1.1874 -0.028 -0.316 0.400
O 0.9990 -1.4047 -3.9982 -0.399 0.043 0.264
P -0.3007 -1.5170 -3.1001 -0.053 -0.135 0.106
C 1.4924 -0.1108 -4.3407 0.226 0.363 -0.110
H 2.2701 -0.2301 -5.0931 -0.085 -0.175 0.025
N 2.5769 -0.4697 2.7281 0.325 -0.450 -0.026
```
Positions in Å, forces in eV/Å.

Properties
calculated total energy: -1233.398166 a.u.
HOMO level: -8.3 eV
ΔE to the lowest compared entry with this formula, charge and spin: 29.3 kcal per mole
frontier orbital gap: 7.42 eV



Maximum force: 4.3; 4.8; 2.6; 1.5; 2.0; 7.5; 4.7; 4.3; 4.7 (eV/A)